1.
This record from the Open Molecules 2025 dataset describes 2 unconnected molecules or ions with the total composition C2H8N2OSi at a distorted geometry. The level of theory is ωB97M-V/def2-TZVPD.

XYZ file:
```
14
Properties=species:S:1:pos:R:3:forces:R:3
C 2.582102 -0.092572 -0.012735 0.5 0.0 -0.9
C 1.573640 0.722313 0.136778 -3.7 1.0 1.0
N -1.465931 0.132434 -1.570704 -2.2 1.4 -0.1
N -1.066527 -1.515895 0.917103 -0.6 1.6 2.1
O -1.780474 1.140275 0.986137 0.7 2.3 -0.3
Si -1.021197 0.013231 0.062820 2.9 0.8 0.9
H 3.632635 0.165977 0.098253 -0.1 0.1 0.2
H 2.366995 -0.984984 -0.544780 0.2 -1.2 -0.1
H 1.688800 1.741797 0.568631 0.0 -0.7 -0.3
H -1.313080 -0.553381 -2.245101 1.0 -1.5 -0.9
H -2.345909 0.573741 -1.943089 1.2 -0.2 1.3
H -1.107503 -1.410856 2.036657 0.5 -0.4 -3.6
H -0.271335 -2.045641 0.590292 0.1 -0.5 0.6
H -1.472211 2.113561 0.919738 -0.7 -2.7 0.1
```
Positions in Å, forces in eV/Å.

Calculated values
* total energy: -15108.7739 eV
* HOMO: -8.00 eV

Mulliken population analysis, charges in e, atoms 1 to 4: -0.55, -0.37, -0.44, -0.59


2.
This record from the Open Molecules 2025 dataset describes a molecular structure, C20H39INOP2Re at a distorted geometry. The level of theory is ωB97M-V/def2-TZVPD.

XYZ file:
```
65
Properties=species:S:1:pos:R:3:forces:R:3
C 0.455074 -0.714182 -4.921577 -1.1 0.0 -0.9
I -1.296555 -0.786481 -3.493333 1.1 0.0 -3.5
H 1.454589 -0.652239 -4.502327 -0.6 0.0 0.5
H 0.207347 0.167331 -5.514828 0.0 -0.1 0.0
H 0.319482 -1.619589 -5.518013 0.0 0.2 0.1
Re -0.372099 -0.687710 -1.170980 -2.2 1.2 4.2
P 0.804828 1.236538 -1.588550 3.4 3.9 -0.5
C -0.311391 2.592856 -2.124411 -0.6 -0.4 0.0
C 1.798388 2.105809 -0.296016 -0.4 -0.4 0.5
H 2.350762 2.941597 -0.750459 -0.3 -0.4 0.0
H 2.584596 2.265520 -2.884512 -0.2 -0.3 0.1
H 2.510167 1.395279 0.144297 -0.1 0.2 0.0
H 2.891061 0.521855 -2.628130 -0.1 0.3 -0.1
H -0.938690 2.889668 -1.273119 0.1 0.0 -0.3
H 1.139390 2.490767 0.491400 0.3 -0.1 -0.2
C 2.123385 1.267055 -2.873026 -0.2 -0.4 -0.3
H 0.288833 3.453095 -2.453255 0.0 -0.3 0.1
H 1.705006 1.062836 -3.861621 0.3 0.2 0.3
H -0.954895 2.250955 -2.945346 0.1 0.3 0.2
P 0.880285 -2.520080 -1.587270 2.8 -4.3 -1.1
C -0.085337 -3.943265 -2.266336 -0.5 0.4 0.2
C 2.256909 -2.465623 -2.820953 -0.2 0.6 -0.1
H 2.654090 -2.707902 0.084136 -0.2 -0.2 0.0
H 2.326157 -4.277517 -0.711011 -0.2 0.4 -0.1
H 1.241530 -3.691770 0.578331 0.3 0.1 -0.3
C 1.862711 -3.382273 -0.270045 -0.3 0.5 0.6
H 2.953750 -1.658754 -2.560447 -0.1 -0.3 -0.1
H 2.794421 -3.426249 -2.795851 -0.3 0.3 0.2
H 0.505411 -4.864063 -2.156620 -0.1 0.3 0.0
H -0.317319 -3.778863 -3.326509 0.1 0.0 0.3
H 1.871767 -2.314317 -3.832605 0.2 -0.2 0.4
H -1.024170 -4.055522 -1.708806 0.1 -0.1 -0.2
C -2.307927 -0.938571 -0.844160 -7.0 -2.1 2.1
O -3.451272 -1.075428 -0.590891 5.5 1.0 -1.5
C 0.730160 3.238467 4.138044 0.3 0.1 0.2
C -0.126919 2.668342 3.046062 0.1 -0.1 0.0
C -1.284018 3.355914 2.663908 -0.3 -0.1 -0.3
C -2.121619 2.868618 1.656915 0.1 0.2 0.0
C -3.395950 3.581697 1.311789 -0.3 0.2 -0.2
C -1.777043 1.682419 1.001829 0.3 -0.5 -0.2
C -0.659699 0.920193 1.417370 0.3 0.9 0.6
C 0.176629 1.454268 2.434652 -0.3 -0.2 -0.1
N -0.434291 -0.382418 0.935477 0.1 -0.1 -0.4
C -0.600670 -1.459235 1.967994 -0.1 0.0 0.8
C 0.752221 -1.748790 2.612980 0.6 0.0 0.1
C -1.558625 -1.026246 3.080442 -0.2 0.2 0.2
C -1.188701 -2.730623 1.380843 0.0 -0.1 -0.4
H 0.958068 4.296287 3.938183 -0.1 -0.3 0.1
H 0.211609 3.204612 5.109856 0.1 0.0 -0.3
H 1.673658 2.691885 4.239190 -0.2 0.1 0.0
H -1.545174 4.289288 3.174967 0.1 -0.4 -0.2
H -4.102830 3.573692 2.154486 0.3 0.0 -0.2
H -3.209778 4.634587 1.060846 0.0 -0.3 0.1
H -3.890950 3.104076 0.459212 0.0 0.2 0.1
H -2.448459 1.291322 0.233872 0.0 0.1 0.3
H 1.078355 0.911532 2.719378 -0.3 0.3 0.0
H 1.081807 -0.908701 3.231754 0.0 -0.4 -0.1
H 0.642494 -2.624322 3.268438 0.1 0.3 -0.2
H 1.525737 -1.959075 1.866924 -0.1 0.1 0.2
H -2.531930 -0.743766 2.667505 0.0 0.0 0.1
H -1.698652 -1.878366 3.756437 0.0 0.2 -0.2
H -1.165375 -0.194442 3.674099 -0.2 -0.3 -0.1
H -2.212301 -2.574409 1.026675 0.1 -0.2 0.2
H -0.585132 -3.134285 0.562140 -0.2 -0.1 0.1
H -1.212925 -3.483275 2.180570 0.0 0.1 -0.3
```
Positions in Å, forces in eV/Å.

Calculated values
* <S²>: 3.81
* charge: +3
* total energy: -53689.0266 eV
* multiplicity: 4
* HOMO (alpha / beta): -17.37 / -17.36 eV

Mulliken population analysis, charges in e, atoms 1 to 4: -1.19, 0.15, 0.50, 0.41


3.
This record from the Open Molecules 2025 dataset describes 16 unconnected molecules or ions with the total composition H33O16 at a distorted geometry. The level of theory is ωB97M-V/def2-TZVPD.

XYZ file:
```
49
Properties=species:S:1:pos:R:3:forces:R:3
O 0.274227 2.045401 4.750055 0.3 -0.4 0.4
H 0.192782 2.312649 3.832467 -0.8 0.3 0.2
H -0.514556 2.167419 5.282674 -0.3 0.5 -0.6
O 1.039461 -2.313222 -0.212046 0.0 -0.4 -0.2
H 3.944331 2.921138 -0.924332 0.0 0.1 0.1
H 1.847877 -2.394114 0.306546 -0.1 0.2 0.1
O 3.651942 2.140065 -0.445794 -0.1 -0.1 0.0
H 4.174021 1.424916 -0.819040 0.0 -0.1 -0.1
H -1.949494 0.341652 -0.847563 -0.5 -0.2 -1.3
O 2.439508 0.804608 4.951476 1.2 -0.6 0.2
H 1.656285 0.264514 5.036118 -0.2 0.0 0.1
H -0.567269 0.122730 4.223570 0.2 -0.1 -0.5
O -1.445605 -2.863892 1.134317 0.7 -1.0 -0.3
H -0.983537 -3.289513 0.393163 -0.3 0.5 -0.4
H -1.014465 -3.394259 1.819866 -0.4 0.5 0.6
O -2.566203 0.898165 -4.066422 -0.6 0.5 -0.3
H -2.669975 1.850972 -4.166142 0.1 0.1 0.3
H 2.737940 0.484636 1.050977 0.1 0.1 -0.7
O 2.631655 -4.391049 -1.445139 -0.2 -0.8 -0.8
H 2.560557 -3.441516 -1.526638 0.1 0.3 0.5
H 2.977637 -4.676291 -0.600330 0.1 0.4 0.2
O 2.700116 -0.683611 -2.394861 0.5 -0.2 -0.9
H 2.421742 1.112691 4.049482 -0.1 0.4 0.1
H 2.368682 -0.693310 -3.304698 -0.5 0.1 0.2
O -1.633537 -0.043508 -1.767758 0.1 0.4 0.6
H -2.082144 0.558620 -2.415399 0.2 -0.4 -0.5
O 2.613364 -0.159605 1.749515 -0.2 0.1 -0.2
H -1.801859 4.716921 0.765588 0.0 0.5 -0.2
H 2.662239 0.420244 2.510035 0.2 -0.4 0.4
O 0.119095 1.769356 -4.277634 0.2 -0.3 0.1
H -0.023370 2.683588 -4.045181 0.0 0.5 0.0
H 0.845672 1.498826 -3.704928 0.0 0.0 0.0
O -3.048055 1.482259 -0.515546 0.7 0.7 2.2
H -2.738373 0.622910 -4.975607 0.2 -0.6 0.2
H -2.656253 2.286077 -0.109556 -0.2 0.5 -0.8
O -1.367910 -0.197610 3.777932 0.3 0.3 0.8
H -1.993229 0.031774 4.478941 -0.5 -0.3 -0.4
H -3.108185 1.025242 0.376012 -0.5 -0.6 -1.0
O -1.620684 3.789382 0.639784 -0.3 -1.0 0.3
H -1.009525 3.668340 -0.084745 0.3 0.5 -0.2
H -1.873509 -0.973697 -1.994643 0.6 -0.2 0.3
O -1.110450 -2.593134 -2.339526 -0.7 -0.2 -0.2
H -0.331454 -3.132655 -2.209319 0.8 0.2 0.4
H -1.704392 -3.225913 -2.752031 -0.4 0.0 -0.2
O -2.756136 -0.474166 1.134230 0.0 0.9 -0.2
H -1.952423 -0.988643 0.973956 -0.5 -0.7 0.7
H 0.585850 -1.550951 0.149731 0.1 0.2 0.2
H 3.613181 -0.932262 -2.602808 0.1 0.0 0.5
H -3.535573 -1.032175 1.161251 0.3 -0.5 0.0
```
Positions in Å, forces in eV/Å.

Calculated values
* charge: +1
* total energy: -33288.7016 eV
* HOMO: -12.96 eV

Mulliken population analysis, charges in e, atoms 1 to 4: -0.59, 0.32, 0.28, -0.34


4.
This record from the Open Molecules 2025 dataset describes a molecular structure, C7H15AgBr4F3NO at a distorted geometry. The level of theory is ωB97M-V/def2-TZVPD.

XYZ file:
```
32
Properties=species:S:1:pos:R:3:forces:R:3
Ag -0.571517 1.635791 0.578073 -1.4 2.5 0.1
F 0.669434 3.545080 0.641699 0.8 -0.8 -0.1
F -1.839675 2.669522 2.383404 0.5 -1.0 0.3
F -2.032272 3.384230 -0.951468 0.1 -0.7 -0.5
Br 0.050874 -1.003775 3.446524 -0.1 0.0 0.0
C 1.418125 0.356701 3.762467 0.3 -0.2 0.0
C 1.576271 1.337122 2.635712 -1.0 0.5 0.6
Br 2.043160 0.488888 0.964909 0.6 0.0 0.1
H 2.317611 -0.221143 3.962925 0.1 0.1 0.0
H 1.111829 0.885610 4.661862 -0.1 0.0 0.0
H 2.269722 2.124688 2.927589 0.5 -0.3 -0.4
H 0.639340 1.891870 2.481462 0.0 -0.1 -0.2
Br 0.080638 2.854502 -3.934798 0.0 0.0 0.2
C 0.786014 1.925081 -2.342389 -0.3 0.3 -0.6
C 1.990639 1.136179 -2.787995 -0.1 0.0 0.4
Br 3.548311 2.313172 -2.922296 0.1 -0.3 -0.1
H -0.031931 1.273199 -2.041271 0.0 0.1 0.1
H 0.961117 2.693366 -1.581121 -0.1 -0.1 0.1
H 1.845684 0.675168 -3.759849 0.1 0.2 -0.1
H 2.216056 0.337798 -2.080388 0.2 0.3 0.2
C -2.347765 -1.198699 -0.326308 0.5 -1.0 -0.4
O -1.753556 -0.161955 -0.252599 -0.4 0.0 -0.3
N -1.725349 -2.392161 -0.623346 0.0 -0.2 -0.2
C -2.280511 -3.644448 -0.190065 -0.3 0.1 0.3
C -0.327374 -2.415105 -0.983958 0.4 0.7 0.3
H -3.436282 -1.374796 -0.275685 -0.1 0.6 0.4
H -2.370254 -4.364921 -1.008151 0.0 0.0 0.0
H -3.264638 -3.468784 0.248984 -0.1 0.0 -0.2
H -1.679777 -4.087482 0.613044 0.1 0.0 -0.1
H -0.081299 -1.571560 -1.630834 -0.2 0.0 -0.1
H 0.320914 -2.279081 -0.109225 0.0 -0.3 0.0
H -0.103537 -3.344047 -1.506904 0.0 -0.1 0.1
```
Positions in Å, forces in eV/Å.

Calculated values
* charge: -2
* total energy: -303359.3418 eV
* HOMO: -0.24 eV

Mulliken population analysis, charges in e, atoms 1 to 4: 0.77, -0.83, -0.89, -0.92


- Among the records above, which one has the highest total energy?
  C2H8N2OSi